1.
38
Properties=species:S:1:pos:R:3:mulliken_charge:R:1 method="wB97M-V/def2-TZVPD" total_energy_ev=-22885.81856 e_lumo_ev=0.5 relative_energy_kj_mol=286.97 e_homo_ev=-8.92 multiplicity=1
N -1.47 -3.33 0.13 -0.585
C -1.69 -2.44 -0.98 0.511
C -0.70 -2.64 -2.10 -1.335
C -1.74 -0.95 -0.62 -0.673
N -2.36 -0.56 0.68 -0.099
C -1.88 0.66 1.34 -0.216
C -1.31 -0.13 2.68 0.037
O -0.28 0.21 3.20 -0.539
H -0.64 -3.20 0.71 0.178
H -2.31 -3.48 0.64 0.231
H -2.75 -2.68 -1.28 0.226
H -0.38 -3.69 -2.04 0.398
H 0.23 -2.03 -2.00 0.145
H -0.88 -2.33 -3.11 0.405
H -2.20 -0.51 -1.53 0.219
H -0.76 -0.44 -0.64 0.264
H -3.37 -0.61 0.67 0.230
H -1.08 1.21 0.92 -0.185
H -2.49 1.42 1.87 0.390
H -2.13 -0.69 3.05 0.387
H 2.61 1.61 2.01 0.360
H 1.40 1.05 2.83 0.395
O 2.32 0.88 2.58 -0.735
H 0.58 3.31 -0.20 0.396
H 0.47 3.65 1.26 0.283
O 1.15 3.51 0.59 -0.647
H -1.12 1.90 -1.35 0.281
H -0.09 2.34 -2.28 0.472
O -0.57 2.69 -1.46 -0.792
H 1.76 2.28 -3.16 0.350
H 1.50 0.84 -2.75 0.439
O 1.04 1.61 -3.20 -0.743
H 3.00 -0.75 -2.81 0.308
H 2.60 -0.76 -1.26 0.339
O 2.54 -0.28 -2.11 -0.700
H 3.43 -1.22 1.06 0.247
H 2.25 -0.25 1.12 0.402
O 2.69 -0.90 0.55 -0.645

=====

2.
38
Properties=species:S:1:pos:R:3:mulliken_charge:R:1 method="wB97M-V/def2-TZVPD" total_energy_ev=-22886.64701 e_lumo_ev=0.4 relative_energy_kj_mol=207.03 e_homo_ev=-9.62 multiplicity=1
C -1.35 0.69 -0.45 -0.423
N -0.60 1.28 0.66 0.085
C 0.77 1.37 0.77 0.155
N 1.49 0.95 -0.42 -0.232
O 1.30 1.96 1.68 -0.634
C -1.54 -0.85 -0.37 -0.268
C -1.68 -1.41 1.14 -0.210
C -2.98 -0.97 1.78 -1.267
H -2.35 1.09 -0.56 0.446
H -0.74 0.99 -1.44 -0.343
H -1.16 1.35 1.49 0.353
H 1.63 -0.08 -0.30 0.172
H 2.45 1.44 -0.42 0.316
H -2.32 -1.29 -1.01 0.502
H -0.62 -1.25 -0.92 0.073
H -1.48 -2.61 1.24 0.306
H -0.76 -1.01 1.70 0.129
H -3.04 -1.02 2.85 0.343
H -2.96 0.13 1.69 0.282
H -3.71 -1.62 1.40 0.363
H 1.01 2.70 -3.67 0.265
H 0.76 1.70 -2.34 0.390
O 0.74 1.83 -3.32 -0.705
H 2.03 -2.79 0.32 0.287
H 1.80 -2.53 -1.20 0.332
O 2.08 -2.14 -0.39 -0.637
H 1.09 -2.00 -3.37 0.411
H 0.28 -3.19 -3.24 0.243
O 0.70 -2.61 -2.73 -0.660
H -1.08 2.28 4.02 0.314
H -0.15 2.94 3.03 0.305
O -1.07 2.77 3.19 -0.677
H 2.70 0.26 3.81 0.266
H 2.34 1.62 3.52 0.341
O 2.12 0.85 4.12 -0.599
H 0.93 -0.25 -4.76 0.321
H 1.73 0.03 -3.33 0.407
O 1.65 -0.59 -4.16 -0.751

=====

3.
37
Properties=species:S:1:pos:R:3:mulliken_charge:R:1 method="wB97M-V/def2-TZVPD" total_energy_ev=-21387.41407 e_lumo_ev=-2.7 total_charge=+1 relative_energy_kj_mol=437.11 e_homo_ev=-12.23 multiplicity=1
C -0.20 3.09 1.51 -0.538
O 0.33 1.93 2.19 -0.448
C 0.58 3.28 0.15 -1.058
C -0.15 2.39 -0.80 -1.417
C -0.09 0.98 -0.53 0.049
C -1.06 0.14 -0.94 -0.542
N -1.04 -1.29 -0.48 0.111
H -1.19 2.60 1.31 0.187
H -0.23 3.94 2.09 0.534
H 0.86 2.18 2.90 0.268
H 0.50 4.29 -0.11 0.491
H 1.60 3.39 0.25 0.502
H -1.17 2.63 -0.80 0.511
H 0.06 2.53 -1.93 0.551
H 0.68 0.62 0.01 0.690
H -1.80 0.14 -1.70 0.459
H -0.01 -1.49 -0.26 0.088
H -1.43 -1.89 -1.22 0.406
H -1.56 -1.44 0.26 0.278
H -0.15 1.10 -4.00 0.243
H 1.18 1.67 -4.16 0.255
O 0.50 1.59 -3.54 -0.555
H 0.79 -0.79 3.94 0.311
H 2.04 -0.11 3.11 0.313
O 1.51 -1.02 3.33 -0.613
H 0.42 -2.09 -4.20 0.306
H 0.60 -2.73 -2.84 0.292
O 0.13 -1.90 -3.22 -0.600
H -2.22 -2.25 2.52 0.304
H -3.27 -1.09 1.91 0.279
O -2.41 -1.54 1.79 -0.641
H 0.38 -3.98 1.06 0.273
H 0.03 -2.69 1.78 0.341
O -0.39 -3.30 1.13 -0.643
H 2.29 -2.42 0.24 0.298
H 2.22 -3.70 -0.40 0.314
O 1.69 -2.82 -0.38 -0.603

=====

4.
42
Properties=species:S:1:pos:R:3:mulliken_charge:R:1 method="wB97M-V/def2-TZVPD" total_energy_ev=-40635.27408 e_lumo_ev=0.2 e_homo_ev=-11.02 multiplicity=1
C 0.86 -0.37 -0.75 -0.748
O 0.18 0.30 -1.81 -0.320
C -0.15 1.57 -1.52 0.644
O 0.55 2.44 -1.79 -0.491
O -1.32 1.83 -0.96 -0.334
C -2.09 0.69 -0.53 -0.732
C -2.74 -0.06 -1.69 -0.145
C -2.77 -1.54 -1.41 -0.704
Cl -3.47 -1.91 0.20 -0.222
H 1.56 0.27 -0.23 0.310
H 1.40 -1.19 -1.19 0.269
H 0.19 -0.83 -0.04 0.298
H -2.91 1.10 0.04 0.514
H -1.56 0.05 0.15 0.254
H -3.72 0.34 -1.93 0.376
H -2.13 0.07 -2.58 0.317
H -3.36 -2.08 -2.12 0.430
H -1.76 -1.93 -1.49 0.292
O 1.17 1.03 2.28 -0.608
H 1.00 1.39 3.16 0.334
H 0.86 1.72 1.68 0.276
O -5.20 0.67 -3.42 -0.655
H -5.13 1.60 -3.66 0.320
H -6.11 0.57 -3.11 0.306
O 1.10 -0.67 4.64 -0.649
H 2.05 -0.85 4.71 0.315
H 0.94 -0.59 3.70 0.332
O 1.25 -3.58 3.81 -0.638
H 0.33 -3.75 3.57 0.280
H 1.20 -3.25 4.72 0.335
O -3.23 4.29 -1.55 -0.651
H -2.62 5.01 -1.40 0.300
H -2.78 3.51 -1.21 0.347
O 3.77 1.56 -2.25 -0.674
H 3.99 0.88 -1.60 0.377
H 2.84 1.77 -2.07 0.322
O 3.65 -2.62 5.17 -0.643
H 4.02 -3.36 5.67 0.304
H 3.32 -3.02 4.36 0.369
O 5.65 -0.71 -2.44 -0.671
H 6.30 -0.04 -2.19 0.324
H 5.03 -0.24 -3.01 0.341

=====

5.
39
Properties=species:S:1:pos:R:3:mulliken_charge:R:1 method="wB97M-V/def2-TZVPD" total_energy_ev=-23461.50526 e_lumo_ev=0.2 relative_energy_kj_mol=103.41 e_homo_ev=-9.69 multiplicity=1
C -1.04 -0.22 2.87 -1.155
C -0.23 0.52 1.90 0.787
N 0.67 -0.09 1.10 0.122
C 1.47 -0.25 -1.19 -1.155
C 1.36 0.66 0.05 0.810
C 2.81 0.95 0.58 -1.535
O -0.43 1.75 1.77 -0.798
H -1.76 -0.91 2.34 0.188
H -0.40 -0.98 3.38 0.347
H -1.65 0.38 3.53 0.361
H 0.83 -1.08 1.27 0.176
H 1.56 -1.28 -0.89 0.095
H 0.71 -0.20 -1.98 0.334
H 2.19 0.16 -1.95 0.421
H 0.94 1.61 -0.24 -0.106
H 2.75 1.64 1.42 0.411
H 3.30 1.38 -0.29 0.422
H 3.36 0.09 0.91 0.347
H 1.20 -4.27 -2.03 0.272
H 0.95 -2.81 -1.61 0.338
O 1.05 -3.70 -1.27 -0.630
H -1.59 -2.18 0.42 0.328
H -2.87 -1.49 -0.11 0.352
O -2.41 -2.33 -0.06 -0.744
H 1.04 4.10 -0.39 0.288
H 0.38 3.96 -1.78 0.374
O 1.19 4.24 -1.33 -0.653
H -1.82 3.10 -2.66 0.282
H -1.84 2.81 -1.15 0.375
O -1.25 3.08 -1.88 -0.641
H 0.29 -3.62 0.61 0.288
H 0.91 -3.81 1.87 0.265
O 0.27 -3.20 1.49 -0.579
H -1.66 -2.11 -1.62 0.425
H -1.69 -1.67 -3.12 0.256
O -1.10 -1.86 -2.39 -0.587
H -2.95 2.99 1.24 0.285
H -1.86 2.08 0.75 0.380
O -2.66 2.56 0.43 -0.746

=====

6.
40
Properties=species:S:1:pos:R:3:mulliken_charge:R:1 method="wB97M-V/def2-TZVPD" total_energy_ev=-25507.53575 e_lumo_ev=5.6 total_charge=-2 relative_energy_kj_mol=52.50 e_homo_ev=-1.68 multiplicity=1
C 2.09 1.13 -1.64 -1.782
C 1.10 -0.07 -1.46 1.841
C 0.19 -0.20 -2.69 -0.827
C -1.21 0.45 -2.52 -0.620
O -1.71 0.63 -1.22 -0.521
N 1.94 -1.23 -1.24 -0.662
C 2.64 -1.32 0.16 -0.842
O 1.75 -1.60 1.14 -0.771
H 2.07 1.63 -2.62 0.308
H 1.88 1.86 -0.81 0.254
H 3.13 0.78 -1.65 0.533
H 0.46 0.31 -0.62 -0.645
H -0.05 -1.30 -2.75 0.232
H 0.66 0.16 -3.60 0.305
H -2.02 -0.14 -3.02 0.215
H -1.25 1.45 -2.99 0.271
H 1.55 -2.16 -1.28 0.412
H 3.15 -2.30 -0.09 0.382
H 3.14 -0.41 0.43 0.350
H -0.44 2.92 -0.32 0.317
H -1.69 2.21 -0.23 0.351
O -1.38 3.16 -0.24 -0.737
H -3.45 -0.48 -0.35 0.317
H -3.45 0.52 -1.39 0.356
O -4.12 -0.11 -0.92 -0.768
H -2.35 0.63 2.12 0.385
H -3.47 1.81 2.29 0.236
O -2.56 1.53 2.46 -0.629
H 2.16 -1.62 2.65 0.419
H 1.96 -0.47 3.61 0.275
O 2.59 -1.19 3.50 -0.738
H -0.58 -0.64 1.54 0.274
H -1.46 -0.45 0.19 0.392
O -1.46 -0.66 1.16 -0.794
H -0.49 2.12 2.68 0.327
H -0.50 1.43 3.97 0.311
O -0.15 2.24 3.58 -0.634
H 0.96 -2.96 0.73 0.353
H -0.27 -3.75 0.88 0.291
O 0.62 -3.90 0.56 -0.739